i | Computed, not measured: a cluster of 2 separate species, C5H7N in total, with ωB97M-V/def2-TZVPD.

Summary:
orbital gap	10.657	eV
LUMO	0.0164	Eh
molar mass	81.1	u
SMILES string	C=CC#N.C=C

Each line ends with the Mulliken charge.
Atoms and positions in Å:
N (1.91174, 0.94108, 1.43115)  -0.40
C (1.77507, -0.05217, 0.85095)  0.27
C (1.62496, -1.28773, 0.12916)  -0.05
C (0.43324, -1.74628, -0.25163)  -0.54
C (-1.77215, 1.05126, 0.24896)  -0.61
C (-0.95078, 1.56330, -0.66207)  -0.47
H (2.54351, -1.82466, -0.08855)  0.31
H (0.35058, -2.68175, -0.79574)  0.26
H (-0.47758, -1.19249, -0.04683)  0.16
H (-2.76210, 0.68269, -0.01161)  0.27
H (-1.48154, 0.98373, 1.29533)  0.29
H (0.03664, 1.92772, -0.38865)  0.29
H (-1.23158, 1.63528, -1.71046)  0.22

ii | Computed, not measured: the molecule C5H7N, with ωB97M-V/def2-TZVPD.

Summary:
orbital gap	9.383	eV
LUMO	0.0410	Eh
molar mass	81.1	u
SMILES string	C1[C@@H]2[C@H]1[C@@H]1N[C@H]21

Each line ends with the Mulliken charge.
Atoms and positions in Å:
C (-0.87078, 0.14186, 1.04599)  -0.68
C (0.09619, -0.89933, 0.64709)  -0.12
C (-0.94631, -0.14285, -0.40471)  -0.40
C (0.29950, 0.27612, -1.18549)  0.07
N (1.06031, 1.35858, -0.67928)  -0.67
C (1.19648, -0.35932, -0.25142)  -0.53
H (-1.73600, -0.27778, 1.55533)  0.26
H (-0.52104, 1.06973, 1.48141)  0.20
H (0.21309, -1.81836, 1.24683)  0.40
H (-1.89038, -0.33283, -0.91645)  0.40
H (0.35053, 0.09046, -2.24568)  0.44
H (0.62580, 1.80495, 0.12551)  0.28
H (2.12261, -0.91124, -0.41912)  0.35

The data favor i; the next most stable structure lies 62.0 kcal/mol above it.

i | Computed, not measured: a structure of composition C4H9NO4, with ωB97M-V/def2-TZVPD.

Summary:
orbital gap	10.149	eV
LUMO	0.0270	Eh
molar mass	135.1	u

Each line ends with the Mulliken charge.
Atoms and positions in Å:
C (-0.30155, -0.05125, -1.96763)  -0.60
C (-0.66090, 0.05410, -0.49139)  0.93
O (-1.13274, -1.12480, 0.00469)  -0.48
O (-1.34777, 0.43822, -2.76979)  -0.53
O (-1.18459, 1.15241, -0.09396)  -0.72
H (-1.47459, -0.97501, 0.89991)  0.39
H (-1.64529, 1.27274, -2.38040)  0.35
H (-0.13126, -1.08957, -2.25295)  0.27
H (0.62783, 0.51463, -2.11575)  0.24
N (1.76499, -1.12932, 0.19313)  -0.51
C (0.84787, 0.32967, 1.98122)  0.00
C (-0.14443, 1.08251, 2.31885)  -0.87
O (1.00605, 0.06420, 0.38471)  -0.20
H (1.08777, -1.87432, 0.02472)  0.27
H (2.29863, -0.96867, -0.65735)  0.27
H (1.61806, -0.30589, 2.38659)  0.42
H (-0.41007, 1.23169, 3.35497)  0.29
H (-0.81799, 1.37866, 1.18042)  0.48

ii | Computed, not measured: a cluster of 2 separate species, C4H9NO4 in total, with ωB97M-V/def2-TZVPD.

Summary:
orbital gap	9.370	eV
LUMO	0.0179	Eh
molar mass	135.1	u
SMILES string	NCC(=O)O.CC(=O)O

Each line ends with the Mulliken charge.
Atoms and positions in Å:
C (2.19486, 0.05196, 0.14689)  -0.66
C (0.89515, -0.91280, -0.21591)  0.73
N (1.81423, 1.35285, 0.54996)  -0.63
O (0.75054, -1.01340, -1.54189)  -0.44
O (0.34277, -1.65694, 0.56037)  -0.60
H (0.09271, -1.69217, -1.76815)  0.38
H (1.32681, 1.34655, 1.43993)  0.29
H (1.17499, 1.78570, -0.14022)  0.35
H (2.74872, -0.45815, 0.93586)  0.34
H (2.77026, 0.09928, -0.77710)  0.32
C (-2.26562, -0.23978, -0.43054)  -1.09
C (-1.23447, 0.71310, 0.12901)  0.67
O (-1.00730, 0.61447, 1.45950)  -0.41
O (-0.79534, 1.66658, -0.47830)  -0.60
H (-1.23537, -0.26204, 1.79969)  0.37
H (-2.31353, -0.13703, -1.51240)  0.30
H (-3.23456, 0.01204, -0.00173)  0.38
H (-2.02485, -1.27022, -0.15498)  0.33

The data favor ii; the next most stable structure lies 121.6 kcal/mol above it.